Computed, not measured: 5 unconnected molecules or ions with the total composition C21H44FN3O4PS in a non-equilibrium geometry, with ωB97M-V/def2-TZVPD.

Each line ends with the Löwdin charge.
Cartesian coordinates (Å):
N: 2.683 -0.136 0.143  0.1555
C: 3.466 -1.260 0.225  -0.1842
N: 4.558 -1.527 1.281  0.0837
C: 4.057 -2.880 1.829  -0.2565
C: 5.143 -3.676 2.767  -0.1131
C: 4.249 -4.554 3.867  -0.1137
F: 3.322 -5.448 3.077  -0.1494
C: 3.556 -3.639 0.426  -0.1766
N: 3.536 -2.527 -0.598  -0.2167
P: 2.446 -2.687 -1.999  0.4158
S: 1.492 -4.422 -1.891  0.1538
H: 3.134 0.812 -0.037  0.1559
H: 1.638 -0.101 0.318  0.1691
H: 4.287 -0.776 1.975  0.1257
H: 3.161 -2.673 2.552  0.1511
H: 5.832 -4.405 2.127  0.1372
H: 5.826 -2.969 3.427  0.1352
H: 4.933 -5.206 4.580  0.1382
H: 3.549 -3.845 4.508  0.1309
H: 2.561 -4.142 0.779  0.1141
H: 4.345 -4.447 0.109  0.1490
H: 1.452 -1.650 -2.124  -0.0004
H: 3.306 -2.801 -3.185  0.0161
C: 2.145 3.749 3.236  -0.1653
C: 2.119 3.037 4.564  -0.1656
C: 1.949 1.593 4.146  -0.2001
O: 2.584 1.452 2.867  -0.1858
C: 2.883 2.760 2.361  -0.2139
H: 2.627 4.729 3.272  0.1249
H: 1.121 3.883 2.867  0.1023
H: 3.082 3.167 5.073  0.1205
H: 1.328 3.383 5.234  0.1245
H: 0.892 1.336 4.024  0.1185
H: 2.398 0.894 4.858  0.1178
H: 3.967 2.904 2.427  0.1196
H: 2.586 2.826 1.310  0.1043
C: -2.769 3.959 0.250  -0.1759
C: -3.521 3.535 1.485  -0.1716
C: -2.401 3.083 2.397  -0.2026
O: -1.248 3.867 2.061  -0.1648
C: -1.512 4.563 0.835  -0.2069
H: -3.323 4.657 -0.384  0.1209
H: -2.516 3.077 -0.351  0.1147
H: -4.033 4.400 1.923  0.1263
H: -4.264 2.755 1.303  0.0929
H: -2.151 2.030 2.227  0.1118
H: -2.642 3.218 3.456  0.1201
H: -1.656 5.622 1.077  0.1212
H: -0.652 4.472 0.167  0.1131
C: 0.223 -3.053 -6.964  -0.1743
C: 1.567 -2.437 -7.256  -0.1761
C: 1.802 -1.590 -6.024  -0.2096
O: 1.139 -2.247 -4.935  -0.2130
C: 0.295 -3.277 -5.469  -0.2125
H: 0.030 -3.972 -7.523  0.1219
H: -0.572 -2.335 -7.196  0.1206
H: 2.329 -3.223 -7.319  0.1205
H: 1.594 -1.859 -8.183  0.1206
H: 1.358 -0.596 -6.135  0.1194
H: 2.865 -1.474 -5.791  0.1124
H: 0.757 -4.242 -5.234  0.1106
H: -0.687 -3.234 -4.990  0.1219
C: -8.062 1.110 -0.723  -0.1786
C: -7.086 -0.006 -0.457  -0.1803
C: -5.789 0.748 -0.256  -0.2108
O: -6.132 2.026 0.298  -0.1679
C: -7.552 2.203 0.191  -0.1967
H: -9.103 0.841 -0.526  0.1191
H: -7.983 1.431 -1.769  0.1190
H: -7.362 -0.527 0.468  0.1193
H: -7.031 -0.744 -1.261  0.1174
H: -5.280 0.923 -1.210  0.1177
H: -5.102 0.228 0.416  0.1162
H: -7.976 2.109 1.196  0.1206
H: -7.771 3.204 -0.188  0.1209

Output
Max |F| in eV/Å: 5.91
Total charge: +1
Orbital gap in eV: 6.203
Molar mass in g/mol: 484.6

***

Computed, not measured: 2 unconnected molecules or ions with the total composition C4H12N3 in a non-equilibrium geometry, with ωB97M-V/def2-TZVPD.

Each line ends with the natural charge from an NBO analysis.
Cartesian coordinates (Å):
N: -1.259 2.404 2.220  -0.7147
C: -0.519 1.680 1.410  0.3947
N: 0.252 0.695 1.781  -0.7209
H: -1.332 2.285 3.220  0.4283
H: -1.861 3.103 1.814  0.4353
H: -0.436 2.048 0.385  0.2292
H: 0.699 0.057 1.066  0.4617
H: 0.122 0.412 2.747  0.4119
N: -0.492 -1.540 -2.772  -0.8034
C: 0.396 -0.696 -1.945  -0.2590
C: 1.448 -1.522 0.191  -0.4249
C: 0.359 -1.192 -0.520  -0.1716
H: -0.512 -1.210 -3.732  0.3723
H: -1.430 -1.354 -2.423  0.3456
H: 0.021 0.342 -1.881  0.1570
H: 1.415 -0.648 -2.329  0.2135
H: 1.355 -1.895 1.206  0.2097
H: 2.414 -1.539 -0.282  0.2288
H: -0.640 -1.430 -0.157  0.2064

Output
Energy relative to the best compared isomer or geometry (same formula, charge and spin) in kcal per mole: 46.33
Max |F| in eV/Å: 1.41
Total charge: +1
Orbital gap in eV: 9.068
Molar mass in g/mol: 102.2

***

Computed, not measured: 5 unconnected molecules or ions with the total composition CH10O6 in a non-equilibrium geometry, with ωB97M-V/def2-TZVPD.

Each line ends with the natural charge from an NBO analysis.
Cartesian coordinates (Å):
O: -5.387 -2.794 -1.612  -0.5459
C: -4.785 -1.795 -1.398  0.6344
O: -4.945 -1.055 -0.245  -0.7028
H: -4.187 -1.375 -2.218  0.1211
H: -5.916 -1.071 -0.181  0.4931
O: 1.679 3.471 -1.069  -0.9652
H: 2.128 3.097 -0.298  0.4914
H: 2.204 3.255 -1.868  0.4677
O: 4.835 1.111 1.526  -0.9418
H: 4.584 0.507 2.200  0.4747
H: 4.824 0.681 0.691  0.4673
O: 1.462 2.241 1.553  -0.9638
H: 0.712 2.811 1.527  0.4843
H: 2.045 2.399 2.303  0.4855
O: 4.093 -2.375 0.572  -0.9385
H: 3.660 -1.575 0.302  0.4660
H: 4.730 -2.604 -0.114  0.4725

Output
Energy relative to the best compared isomer or geometry (same formula, charge and spin) in kcal per mole: 39.99
Max |F| in eV/Å: 1.87
Total charge: 0
Orbital gap in eV: 11.399
Molar mass in g/mol: 118.1

***

Computed, not measured: a molecular structure, C27H32N2OOsS, with ωB97M-V/def2-TZVPD.

Each line ends with the Löwdin charge.
Cartesian coordinates (Å):
Os: -0.035 -0.765 1.410  1.3283
C: 2.344 1.182 3.357  0.0042
C: 1.137 0.309 3.257  -0.2876
C: -0.148 0.812 3.050  -0.0580
C: -1.319 -0.029 3.102  -0.3318
C: -2.691 0.561 2.952  0.0059
C: -1.134 -1.394 3.377  -0.0447
C: 0.150 -1.981 3.391  -0.3045
C: 0.388 -3.432 3.693  -0.0072
C: 1.266 -1.111 3.181  -0.1413
H: 2.942 1.123 2.445  0.0790
H: 2.972 0.841 4.180  0.1136
H: 2.068 2.220 3.527  0.1046
H: -0.294 1.872 2.886  0.1557
H: -3.093 0.347 1.962  0.0859
H: -2.669 1.640 3.085  0.1038
H: -3.362 0.133 3.695  0.1077
H: -2.012 -2.016 3.498  0.1553
H: 0.666 -3.988 2.797  0.1037
H: -0.497 -3.890 4.130  0.1050
H: 1.208 -3.528 4.403  0.1079
H: 2.260 -1.544 3.170  0.1502
C: 1.766 0.672 -4.394  -0.0507
C: 2.494 1.379 -3.264  -0.1741
N: 2.578 0.532 -2.055  -0.0978
C: 3.816 -0.251 -1.916  -0.2276
C: 4.909 0.530 -1.205  -0.0534
C: 1.575 0.505 -1.203  -0.5618
S: 1.858 -0.521 0.242  0.8317
N: 0.502 1.223 -1.470  0.1409
C: -0.624 1.314 -0.781  -0.3905
O: -0.955 0.671 0.273  -0.1986
C: -1.639 2.242 -1.312  -0.1396
C: -1.347 3.055 -2.409  -0.0052
C: -2.306 3.919 -2.905  -0.0449
C: -3.562 3.976 -2.314  -0.0390
C: -3.862 3.167 -1.225  -0.0483
C: -2.905 2.304 -0.724  -0.0089
H: 1.781 1.299 -5.285  0.0907
H: 0.728 0.480 -4.125  0.0720
H: 2.247 -0.275 -4.644  0.0824
H: 2.002 2.309 -2.994  0.1134
H: 3.521 1.607 -3.546  0.1267
H: 4.123 -0.514 -2.928  0.1325
H: 3.601 -1.190 -1.409  0.0830
H: 5.128 1.463 -1.723  0.0859
H: 5.823 -0.060 -1.175  0.0932
H: 4.619 0.765 -0.180  0.0624
H: -0.369 3.005 -2.865  0.1046
H: -2.077 4.549 -3.753  0.1173
H: -4.311 4.652 -2.705  0.1195
H: -4.843 3.209 -0.772  0.1156
H: -3.139 1.669 0.117  0.0961
C: -2.401 -4.002 -1.208  -0.0148
C: -2.095 -4.289 0.116  -0.0398
C: -1.532 -3.317 0.918  -0.0836
C: -1.234 -2.029 0.418  -0.2606
C: -1.606 -1.753 -0.920  -0.0623
C: -2.143 -2.738 -1.725  -0.0359
H: -2.851 -4.760 -1.835  0.1275
H: -2.302 -5.270 0.522  0.1239
H: -1.311 -3.581 1.939  0.0684
H: -1.428 -0.790 -1.365  0.0903
H: -2.375 -2.518 -2.758  0.1239

Output
Energy relative to the best compared isomer or geometry (same formula, charge and spin) in kcal per mole: 5.75
Max |F| in eV/Å: 0.34
Total charge: +2
Orbital gap (alpha / beta) in eV: 5.621 / 5.622
Molar mass in g/mol: 622.9